Molecular formula: C18H33BrN6
Method: DFT, wB97M-V/def2-TZVPD

* max |F|: 6.28 eV/A
* charge: +2
* total energy: -98169.845 eV
* ΔE to the lowest compared entry with this formula, charge and spin: 49.4 kcal/mol
* frontier orbital gap: 7.84 eV
* 2S+1: 1

XYZ file:
```
58
C18H33BrN6 wB97M-V/def2-TZVPD
Br -0.79 0.51 0.81
N -1.96 4.58 1.40
N -4.11 5.29 0.84
N 3.50 -1.18 -1.13
N 2.09 -0.88 -2.83
N 0.41 -5.19 1.13
N -0.84 -3.60 0.24
C -0.63 -3.27 1.53
C 3.40 -1.06 -2.52
C -0.19 -4.79 0.00
C -5.18 6.06 0.29
C 5.32 0.31 -0.47
C -0.54 4.36 1.36
C 2.44 -6.20 0.15
C 0.24 -4.18 2.07
C -1.66 -2.81 -0.65
C 1.37 -0.77 -1.66
C -4.22 4.15 1.58
C -6.02 6.70 1.36
C -2.95 3.70 1.93
C -2.75 5.55 0.73
C 1.34 -6.34 1.18
C 1.64 -0.53 -4.17
C 2.22 -1.05 -0.63
C 4.87 -1.17 -0.41
H -0.23 -5.26 -0.97
H 3.30 -6.78 0.50
H -2.10 -3.46 -1.41
H 4.23 -1.06 -3.21
H 0.30 -0.59 -1.65
H 2.04 -6.47 -0.83
H -2.43 6.41 0.18
H 0.86 0.22 -4.11
H 2.00 -6.16 2.03
H 6.35 0.24 -0.14
H 4.90 1.03 0.24
H -0.95 -2.28 1.83
H -5.85 5.50 -0.37
H 2.81 -5.18 0.09
H 0.03 5.25 1.06
H 4.59 -1.60 0.55
H -0.94 -2.19 -1.18
H -2.39 -2.17 -0.16
H 5.57 -1.81 -0.94
H 5.37 0.67 -1.49
H 0.65 -4.25 3.07
H -0.17 4.16 2.36
H -4.74 6.81 -0.36
H -5.23 3.84 1.79
H 2.14 -1.03 0.45
H 2.48 -0.06 -4.69
H -2.60 2.87 2.53
H -6.29 5.96 2.11
H -5.53 7.50 1.91
H -7.03 6.91 1.01
H 0.90 -7.25 1.59
H -0.37 3.42 0.83
H 1.31 -1.41 -4.73
```

Mulliken atomic charge list, values in e, 2 entries: -0.743, 0.170

=====

Molecular formula: CH6NOSi
Method: DFT, wB97M-V/def2-TZVPD

* max |F|: 2.01 eV/A
* charge: -1
* total energy: -12548.292 eV
* ΔE to the lowest compared entry with this formula, charge and spin: 48.9 kcal/mol
* frontier orbital gap: 7.25 eV
* 2S+1: 1

XYZ file:
```
10
CH6NOSi wB97M-V/def2-TZVPD
Si 0.46 0.48 -0.17
O 2.18 0.32 0.17
N 1.48 -1.01 0.05
C -1.35 -0.18 -0.01
H -2.13 0.57 -0.29
H 0.51 1.65 0.67
H -1.53 -0.89 -0.83
H 0.54 0.93 -1.58
H -1.68 -0.69 0.89
H 1.52 -1.18 1.08
```

Mulliken atomic charge list, values in e, 2 entries: 0.478, -0.474

=====

Molecular formula: C8H8NO5S
Method: DFT, wB97M-V/def2-TZVPD

* max |F|: 3.97 eV/A
* charge: -1
* total energy: -30986.623 eV
* ΔE to the lowest compared entry with this formula, charge and spin: 67.3 kcal/mol
* frontier orbital gap: 9.08 eV
* 2S+1: 1

XYZ file:
```
23
C8H8NO5S wB97M-V/def2-TZVPD
S -2.17 -0.89 -0.54
O -1.24 0.82 2.03
O -2.51 -1.49 0.74
O -3.25 -0.29 -1.31
O -1.30 -1.74 -1.33
O -2.51 2.00 0.70
N -1.58 1.19 0.89
C 1.73 -1.75 1.20
C -0.96 0.58 -0.26
C 2.80 0.12 0.13
C 1.55 0.63 -0.18
C -1.14 1.45 -1.49
C 0.36 -0.04 0.12
C 0.50 -1.16 0.91
C 2.93 -1.08 0.78
H 3.71 0.64 -0.44
H -0.75 0.98 -2.43
H -2.20 1.82 -1.73
H 1.95 -2.71 1.82
H -0.80 2.46 -1.41
H 1.56 1.66 -0.48
H 3.85 -1.59 0.90
H -0.52 -1.60 1.37
```

Mulliken atomic charge list, values in e, 2 entries: 1.293, -0.581